The following is a DFT calculation (wB97M-V/def2-TZVPD) of a 5-piece molecular cluster, C22H50Cl4O9 overall.

As for the orbital gap: 10.033 eV. The total charge is 0. As for the spin multiplicity: 1.

XYZ file:
```
85
Properties=species:S:1:pos:R:3:forces:R:3:mulliken_charge:R:1
H -2.5911 7.4603 -2.7835 0.1892 -0.4129 -0.5315 0.20
H 1.3675 3.6635 4.7040 0.3255 -0.0032 0.3572 0.33
H -2.5218 3.0614 -1.6095 -0.3400 0.3895 -0.0948 0.44
H 1.6295 -6.6392 -4.4872 -0.3697 0.1112 0.2437 0.25
O 0.5874 3.4692 2.4841 -0.6684 -1.7507 -0.4304 -0.41
H 2.5183 -7.0689 -2.9806 -0.2571 -0.1111 0.0207 0.36
C 0.8887 2.6751 4.7207 -0.3881 2.2656 -1.3891 -0.56
H -1.8649 6.2922 -0.8505 0.3641 0.0911 -0.2529 0.24
H 0.3496 2.6654 5.6720 0.1774 -1.0744 0.1479 0.43
Cl -1.1112 -0.8139 -1.4527 0.7003 0.4473 -0.4261 -0.20
H 0.4955 -2.5534 0.0899 0.0743 -0.6347 -0.1545 -0.65
H 1.1102 -3.9959 -1.5839 0.1140 0.1538 -0.4132 0.00
H -4.5621 -2.5667 -1.1411 0.0392 -0.3263 0.4179 0.29
O -1.7933 4.8990 -2.4370 -0.6750 -0.2793 0.0509 -0.32
O 4.9350 0.4940 6.0872 0.2203 0.3299 0.3319 -0.41
H 5.6880 -0.3094 0.2460 0.0082 -0.0939 -0.0766 0.33
O -3.4898 -4.3545 -0.8756 -0.1721 -0.4663 -0.9210 -0.32
H -2.7189 -6.3179 0.0051 0.8881 -0.6043 0.5045 0.35
H -3.1625 5.1922 -0.8556 -0.3161 -0.2855 -0.3854 0.32
H 0.8191 1.5498 1.5084 0.2166 0.0787 0.5756 0.27
H 5.6182 2.3889 6.7131 -0.0609 0.1167 0.1417 0.30
H 3.2694 -6.0979 -4.2073 -0.0512 0.0543 -0.0754 0.28
C -1.1386 -1.3340 0.2147 -3.4269 -1.4940 1.3236 -0.58
H -0.5958 -5.2274 -2.7924 -0.2796 -0.1507 -0.0513 0.22
H -2.0529 -7.2990 -1.4179 -0.4351 -0.2623 0.3151 0.47
H -2.2191 -1.4220 0.4046 -0.1061 -0.5126 -0.2962 0.39
C -1.2638 1.7663 -5.2315 -0.1729 -0.8565 0.2110 -0.71
C -0.0990 -5.7513 -1.9683 0.1835 -0.2109 -1.0286 -0.29
O -0.8887 -5.7838 -0.8087 0.8536 1.2907 1.1077 -0.35
C 3.9867 0.8811 5.1010 0.7134 -1.1905 -0.3312 -0.32
C -3.2820 6.6927 -2.4291 0.2613 1.2544 0.4508 -0.39
C -0.0961 2.8133 3.5393 0.6952 0.0605 1.4692 -0.51
H 0.0294 2.7872 0.5417 -0.7084 0.0198 0.5358 0.03
C -1.6294 3.5511 -2.0068 0.8170 0.5001 0.3198 -0.20
H -4.4193 -3.5666 -2.5772 -0.3219 -0.2647 0.2156 0.42
H -0.2227 2.0613 -5.3788 -0.1235 0.3649 -0.3812 0.34
H 4.4289 1.6040 4.4084 -0.2333 0.4745 0.2151 0.30
C -0.5339 -2.7372 0.4053 1.8293 1.5653 -0.1756 1.52
H -0.4161 1.7771 3.3972 -0.2646 0.1779 -0.9600 0.20
H 0.0785 -6.7882 -2.2776 0.0305 -0.0528 -0.2121 0.39
C -5.5001 6.9210 -1.4860 0.2563 1.4924 -1.3358 -0.73
H -4.0441 -6.1030 -1.9211 -0.2213 0.1958 -0.1921 0.36
H 1.6444 3.0239 0.8644 0.3617 -0.5788 0.1615 0.37
H 4.0819 -1.6968 -1.2054 0.5040 0.8457 -0.0647 0.41
O -1.8662 2.4582 -4.1681 0.0945 0.9185 -0.0700 -0.34
H 2.0380 0.5108 6.0794 0.1418 -0.2886 -0.1292 0.26
H 3.9913 -0.0632 4.5511 -0.7208 0.1755 -0.3919 0.17
C 0.7504 2.6242 1.3527 0.7990 1.2962 -1.4252 -0.43
C -2.1674 -6.3215 -0.9352 -0.9983 0.3034 -1.5820 -0.70
H 3.5356 -2.4794 0.1165 0.2601 0.1044 0.6814 0.28
H -1.2349 0.6784 -5.0690 0.0431 -0.0269 0.4320 0.21
C 2.3128 -6.2822 -3.7140 0.8524 -0.3840 0.3687 -0.77
H -0.0163 3.1178 -3.2985 -0.1707 0.1919 -0.7397 0.38
H -5.7605 6.1431 -2.2083 0.3441 -0.3164 0.1847 0.34
H -3.6872 6.1125 -3.2612 -0.3302 0.2131 -0.0212 0.38
H -0.9430 -3.5922 -0.1240 -0.5124 0.4035 -0.1250 -0.48
Cl 5.9986 -2.4637 1.2532 -0.0704 0.2657 -0.5615 -0.22
H -1.0406 -0.5884 1.0048 1.7203 0.2039 -0.4283 0.16
C -3.9026 -3.2633 -1.6600 -0.1558 0.8050 -0.9217 -0.79
Cl 2.3661 -0.5619 -0.0998 -0.0977 0.8946 0.1007 -0.07
Cl -0.3713 -3.1814 2.1112 -0.3240 0.0342 0.3567 -0.25
H -2.7532 -5.0823 -2.6734 -0.0838 -0.1503 -0.1639 0.43
H -0.8777 3.6288 -1.2150 -0.0858 -0.5628 0.3356 0.03
C 2.5825 1.2959 5.5475 0.7544 0.0627 0.3692 -0.51
H -1.9137 1.8604 -6.0998 0.3178 0.4977 -0.1649 0.25
C -2.5173 5.7517 -1.5427 0.2997 -0.7467 0.3215 -0.42
C 1.2723 -5.0313 -1.8784 -0.6560 -1.0575 1.2121 -0.21
H -5.6555 6.6022 -0.4574 0.0323 0.0804 0.0031 0.24
H -0.9387 3.4579 3.7972 -0.1053 -0.2524 0.3043 0.43
C 5.3103 1.4210 7.1040 -1.0792 -1.3543 0.2572 -0.72
H 2.6987 2.0999 6.2835 -0.1231 0.3171 -0.2015 0.40
C 3.8679 -1.4756 -0.1587 -0.2845 -2.1833 -0.5850 -0.67
H -6.0848 7.7864 -1.8145 -0.9479 -0.4043 0.8664 0.29
C -3.1726 -5.4705 -1.7455 1.1060 0.3219 1.2171 -0.52
H 4.4724 1.4170 7.8100 -0.0687 1.0231 -0.0012 0.28
H -3.0707 -2.6668 -2.0520 0.3039 -0.1240 0.3267 0.25
C 5.0219 -1.0313 0.7078 -0.0245 -0.1650 0.7645 -0.01
O 1.8629 1.7059 4.4006 -0.4521 -0.1929 0.8530 -0.16
C -1.0016 2.6934 -3.0728 -0.0251 -0.8495 0.0514 -0.23
H 6.0716 0.9222 7.7034 0.4911 0.2241 -0.4465 0.27
O -4.2156 7.5157 -1.7388 0.0149 -1.4003 0.1166 -0.39
H -0.7922 1.6922 -2.6751 0.1507 0.1951 0.5880 0.09
H 1.8774 -5.4700 -1.0777 0.0523 -0.2187 0.0571 0.31
O 1.9592 -5.0751 -3.0959 -0.3958 1.1257 -0.4874 -0.39
H 4.6850 -0.6586 1.6715 -0.2969 0.3562 -0.2598 -0.01
```
Positions in Å, forces in eV/Å.

=====

The following is a DFT calculation (wB97M-V/def2-TZVPD) of one molecule with the formula C3H4N2O2.

As for the orbital gap (spin up / spin down): 8.292 / 8.288 eV. The total charge is 0. As for the spin multiplicity: 1.

XYZ file:
```
11
Properties=species:S:1:pos:R:3:forces:R:3:mulliken_charge:R:1
C 1.2042 -0.1627 -0.1027 -1.6419 2.8369 0.6481 0.69
N -0.1734 1.2366 0.3534 1.0923 -0.2212 1.1223 -0.53
H -1.5331 -1.7590 -0.4997 -0.1515 -0.2839 -0.0689 0.41
C -1.2893 0.3995 0.1716 0.1466 -0.3902 -0.4679 -0.24
H -1.9186 0.6943 -0.6844 -0.1666 -0.0441 -0.1384 0.28
H -1.8891 0.4416 1.0812 -0.0617 -0.0351 -0.0287 0.33
H 2.8652 0.6207 0.2939 -0.1990 0.0682 -0.0558 0.37
O 2.3880 -0.2033 0.4666 -0.0739 -0.3307 -0.2904 -0.41
O 0.7763 0.9635 -0.7447 0.8898 -0.9321 -0.7696 -0.32
C -0.8449 -1.0037 -0.1627 0.1923 0.4459 0.2093 -0.15
N 0.4146 -1.2276 -0.1726 -0.0264 -1.1138 -0.1599 -0.43
```
Positions in Å, forces in eV/Å.

=====

The following is a DFT calculation (wB97M-V/def2-TZVPD) of C13H26AlBrNO4 as an isolated structure.

As for the orbital gap: 7.349 eV. The total charge is -1. As for the spin multiplicity: 1.

XYZ file:
```
46
Properties=species:S:1:pos:R:3:forces:R:3:mulliken_charge:R:1
O -4.1424 3.4682 1.7560 0.3528 -0.4786 0.3349 -0.61
H 0.7186 -1.4299 -2.0996 0.1774 -0.2065 -0.1033 0.43
H 6.3421 -0.6570 -0.5448 0.0016 -0.1087 -0.1532 0.31
C 6.0163 -1.6684 -0.3002 -0.0567 0.3494 0.5308 -1.13
H -1.9047 -0.0168 -2.6469 -0.0862 0.0273 0.0548 0.41
H 2.8662 -1.1818 -2.9260 0.2186 0.3004 0.1545 0.35
C -2.7072 1.5457 1.4144 0.4991 0.1505 -0.5111 0.04
H -3.1829 3.4308 3.8862 0.0721 0.4533 -0.2233 0.33
Br -0.5852 -4.1033 1.3915 0.0392 -0.1427 0.0446 -0.30
C -1.4099 0.8130 -2.1287 0.0413 0.1964 0.4286 -0.80
C 2.8478 -1.5946 -1.9167 -0.6984 -0.4171 0.1034 -0.91
H 0.2203 -1.7404 1.5259 0.0487 -0.3882 -0.1445 0.14
O 3.9280 -0.9703 -1.1897 0.5696 -0.4343 -0.4091 -0.30
C -1.4889 -1.7781 2.7965 0.2684 -0.0428 -0.1320 -1.38
H 3.0787 -2.6631 -2.0052 0.0419 0.0756 0.0102 0.42
O 3.9037 -2.4190 0.5460 0.2819 0.1282 -0.6350 -0.53
N -2.3727 1.9530 -1.9992 -0.0748 -0.1967 -0.4967 -0.24
H -1.0123 -2.3070 3.6243 -0.0638 0.0504 -0.0340 0.47
H -0.9508 2.6221 0.8039 0.2038 -0.0366 0.0220 0.55
H -0.6463 1.4302 2.0767 0.1238 0.1140 -0.0443 0.56
H 1.7651 0.7284 -0.9864 -0.0049 0.0295 0.0249 0.66
H 1.2414 -2.2530 -0.6325 0.0360 -0.0569 -0.0984 -0.05
H -1.3822 -0.7035 2.9744 -0.1488 -0.0247 -0.0087 0.22
C -3.2270 2.7572 2.1159 -0.4270 0.4496 -0.0462 0.18
C -1.1756 1.6013 1.1342 -0.5990 -0.0632 -0.0407 -0.92
C -1.5472 -1.5639 0.2648 0.3673 0.1696 0.2778 -0.84
H 6.4068 -1.9437 0.6803 0.0322 -0.0832 -0.1517 0.33
C -0.8099 -2.0995 1.4707 -0.3023 0.5018 0.1385 0.28
H -1.1260 3.2497 -3.1643 0.0323 -0.0132 0.0038 0.33
Al -0.7293 0.2414 -0.2975 0.4200 -0.0726 0.0006 -0.93
O -2.5426 3.0486 3.2734 -0.1639 -0.6194 0.1805 -0.43
C 1.4637 -1.4111 -1.2921 -0.0786 0.4863 0.3656 -0.21
H -2.9256 0.6591 2.0147 -0.1292 0.0791 0.0707 0.14
H -1.4042 -2.2473 -0.5748 -0.1454 0.1253 -0.1100 0.56
H 6.3809 -2.3696 -1.0517 -0.0155 0.0722 -0.0406 0.26
H -2.5453 -2.0477 2.7512 0.0121 0.0355 0.0815 0.36
H -1.1004 3.5131 -1.4067 0.0498 -0.0870 -0.0752 0.25
H -2.6146 -1.4818 0.4984 -0.0237 -0.2309 -0.1697 0.54
C 4.5111 -1.7409 -0.2493 -0.4566 -0.0421 0.5004 0.82
H -3.2451 1.4754 0.4657 -0.0809 0.0001 0.1363 0.19
H -0.5741 1.1174 -2.7832 -0.0216 -0.0624 -0.0895 0.24
H -3.0990 1.8405 -2.6970 -0.0190 0.0412 0.0154 0.24
H -2.5093 4.0090 -2.3345 0.0450 -0.0089 0.0136 0.35
C 1.2696 -0.1120 -0.4854 -0.3773 -0.2261 0.0427 -0.73
H 1.7418 -0.2345 0.4964 0.1821 0.0991 -0.0779 0.30
C -1.7414 3.2345 -2.2492 -0.1435 0.1080 0.2589 -0.96
```
Positions in Å, forces in eV/Å.

=====

The following is a DFT calculation (wB97M-V/def2-TZVPD) of a 9-piece molecular cluster, C21H56N9O13 overall.

As for the orbital gap: 4.414 eV. The total charge is +5. As for the spin multiplicity: 1.

XYZ file:
```
99
Properties=species:S:1:pos:R:3:forces:R:3:mulliken_charge:R:1
N 1.0335 -0.4641 -0.5383 -0.6232 -0.6524 -1.2244 0.98
N -0.2534 -2.1051 6.0176 2.0719 -0.5892 1.7036 1.03
H 1.1995 1.7475 -5.5103 -0.1742 -0.1404 -0.2617 0.37
H 4.5860 2.3025 -8.1030 0.0678 -0.0948 -0.0408 0.35
O 0.5665 0.6221 -0.2281 -0.3403 1.7267 0.3735 -0.65
H 2.9737 -3.3882 3.0227 0.0941 0.1708 0.1920 0.35
H 4.9274 2.1264 -6.3427 0.0308 0.3058 -0.2293 0.33
H 6.1756 -3.7060 -1.7365 -0.1076 -0.0790 -0.0479 0.33
H -5.9968 2.6339 -6.5622 0.5122 0.1565 0.1911 0.36
H -1.0823 5.0678 0.7954 0.5653 -0.1610 0.3145 0.33
H 0.5793 3.3992 -5.5881 -0.2481 -0.2308 0.0085 0.33
H 4.6693 -3.9954 3.1210 -0.1391 -0.1324 0.1022 0.34
H 1.5077 -5.7740 1.7720 -0.1666 -1.0708 -0.3985 0.35
N 1.6368 2.8486 -7.2987 0.3566 -0.3338 0.4338 -0.13
H -1.5847 6.8259 -0.3788 -0.5857 0.6440 -0.5493 0.39
H -3.8369 0.6674 2.2372 0.0002 -0.1918 -0.1782 0.32
H -0.2284 2.1189 -6.6076 0.1164 -0.0119 0.2933 0.40
C -0.2922 5.8124 0.6985 -0.1426 2.2295 0.7224 -0.77
H -3.5050 8.8272 0.1665 0.6662 0.1563 -0.0271 0.36
H 2.7597 -3.6582 -2.6051 -0.3871 0.5626 -0.0320 0.33
O -1.8882 7.7405 2.6619 -0.5781 -1.5711 -6.5282 -0.40
H 2.4861 -5.2570 -2.3414 -0.5504 -0.3432 -0.0289 0.35
H 0.4322 -7.2013 3.0871 -0.1770 -0.2033 0.6090 0.36
N -1.0948 7.1336 0.4491 -0.4748 -1.8222 -0.7799 -0.17
C 3.9933 1.7466 8.2288 -0.2884 0.1793 0.7783 -0.80
O 0.9121 -1.4241 0.2055 0.1823 -1.4596 1.4126 -0.64
H 3.5403 -4.3143 -5.0140 -0.1881 0.2418 0.2544 0.32
O 5.0039 -5.9146 -2.4155 -2.5843 3.2640 -0.2554 -0.40
H 3.8070 1.0292 -7.1067 -0.1931 0.0035 -0.3136 0.36
H 0.2721 6.1057 1.5837 0.0417 -1.0508 0.1198 0.36
C 5.1813 -3.4762 -2.1195 -0.0257 -1.0800 0.0085 -1.03
H 2.1026 2.1661 7.3559 -0.1272 0.4958 -0.2136 0.38
H 1.4847 1.3522 4.9376 -0.1294 -0.4098 -0.4679 0.35
H -3.6615 -0.7018 3.3292 -0.2644 -0.1740 -0.0435 0.41
O 3.1894 3.9475 -5.9461 -0.8251 -2.3005 -2.5795 -0.42
O -4.5271 -0.0025 -5.8957 -0.8779 2.2367 2.6372 -0.37
C 3.0742 3.0478 -6.7630 1.5211 1.6083 2.9180 0.50
C 0.6954 2.4722 -6.1496 0.5635 0.8454 -0.5021 -0.87
H -4.2853 8.1058 1.5188 0.3712 -0.2678 0.2693 0.33
H 2.8197 -5.8808 -4.7035 -0.1132 0.0463 0.4599 0.35
H -6.2642 1.0676 -7.2752 0.0160 -0.1473 0.2549 0.33
C 4.1719 2.0562 -7.1253 -0.8893 0.3433 0.2726 -0.97
H -4.7819 2.4575 -4.1695 -0.2574 0.6307 -0.0942 0.39
H 4.6304 2.4919 7.7525 -0.2382 -0.0735 0.0721 0.34
H 4.5609 0.8513 8.4828 -0.2056 -0.0760 -0.5966 0.34
H 1.5557 2.1844 -8.0552 0.3206 -0.6087 -0.2674 0.38
O 3.9571 -6.4854 2.7411 -4.5118 3.1353 -0.0174 -0.44
H -0.5569 7.9359 0.1541 0.7235 0.4394 0.2239 0.37
H 3.0548 1.1178 3.9505 -0.7227 -0.2563 -0.1694 0.31
H 1.1922 -4.7066 2.8294 0.2817 0.8912 0.9311 0.34
C -5.4800 -2.3379 1.6285 1.7460 -3.6063 -4.7110 0.39
O -0.8081 -1.1739 6.5340 -2.2477 3.0356 0.8664 -0.68
H -5.7827 -0.2769 1.2238 0.3341 0.0287 -0.8131 0.36
N 1.6878 -5.5828 2.7472 -0.1493 -1.5014 0.2481 -0.06
H -3.2006 -0.9320 1.6366 -0.2844 0.1572 -0.1520 0.39
O 0.4900 -2.7916 6.6972 1.4931 -1.7806 1.4781 -0.65
N -5.0346 1.4885 -4.0382 1.0920 -0.5026 0.2661 -0.16
C -5.7611 -3.3733 2.7386 0.1911 1.9709 -0.2946 -0.92
C -3.9476 0.8729 -3.1616 -0.4839 -0.4825 -1.4715 -0.80
O 4.1992 0.1710 5.9081 -4.4660 4.0627 0.5706 -0.47
H 0.5785 -6.1099 4.5337 0.2651 -0.1083 -0.0392 0.32
N -5.3552 -0.8283 1.9539 0.3344 -1.3409 0.5684 -0.10
H 2.5860 2.6466 4.5920 0.3306 0.2112 0.7314 0.38
C 3.1688 -5.5287 2.8878 5.1550 -0.8959 0.7225 0.47
H -5.3405 -3.0932 3.7044 -0.1614 0.2279 0.0523 0.37
O 1.5274 -0.6418 -1.6717 0.7208 0.1326 -0.8498 -0.67
H -5.3892 -4.3691 2.4973 -0.2648 0.2965 -0.5028 0.33
H -3.7905 7.1165 0.1223 -0.1926 -0.1329 -0.0401 0.35
H -5.9178 1.4644 -3.5488 -0.6384 0.0012 -0.0057 0.41
C 2.7517 -4.8211 -4.4577 0.2803 0.1660 1.3781 -0.70
H 3.5433 -4.2482 4.4802 -0.0238 0.2609 0.2069 0.32
H -7.1863 1.6535 -5.8642 -0.1381 -0.3156 0.1549 0.38
H 1.9305 -7.2859 4.0452 -0.1804 0.2201 0.1489 0.32
C -3.4978 7.9303 0.7858 0.4586 -0.6888 0.1272 -1.07
C 2.5418 1.5767 4.7957 0.2715 -0.0538 -0.2684 -1.15
H -4.0390 1.2737 -2.1521 0.1872 -0.1054 -0.2625 0.33
C 3.6299 -4.1744 3.3962 -0.3726 -0.6622 -0.6684 -0.98
H 0.3574 5.6780 -0.1664 -0.1484 -0.1082 0.1410 0.34
H 4.6490 -2.8848 -1.3745 -0.2271 0.0131 -0.1231 0.39
O -5.2979 -2.7064 0.4413 -0.8355 2.6729 4.8155 -0.44
C 4.4880 -4.8098 -2.4392 2.7789 -1.5178 0.0834 0.53
C 1.1028 -6.6447 3.7418 -0.2553 0.1578 -1.5309 -0.70
H 2.3470 0.6238 7.7531 -0.4560 -0.7161 0.1973 0.36
H 3.5642 2.0871 9.1711 0.1538 0.3529 -0.1205 0.39
N 2.7944 1.4304 7.3415 1.5276 -0.6441 -0.0251 -0.12
N 3.0113 -4.5932 -2.8924 1.0828 -1.1257 -1.4735 -0.15
H -3.0220 1.0930 -3.6935 0.1131 0.0817 0.5660 0.32
C -6.1986 1.5903 -6.3210 -0.7777 0.6417 -0.0375 -1.11
C -5.1940 0.9163 -5.4653 0.9403 -2.2999 -2.8802 0.57
C 3.2611 1.0167 5.9577 4.1868 -3.3855 -0.2881 0.67
H 1.7550 -4.4155 -4.6312 0.2436 -0.0817 -0.1397 0.34
O -0.3121 -2.3291 4.8383 -1.0705 -0.5883 -4.6095 -0.68
H -6.0095 -0.7042 2.7133 0.1053 0.3783 1.0083 0.39
C -3.8945 -0.4191 2.3026 -0.5864 0.0166 0.2155 -0.85
H -4.1050 -0.2019 -3.2523 0.0895 0.0395 0.4898 0.35
H 5.3102 -2.9016 -3.0367 -0.1958 0.0759 -0.0671 0.34
C -2.1528 7.5630 1.4329 -0.6196 2.6129 6.1222 0.58
H -6.8482 -3.3002 2.7696 -0.2498 -0.6156 0.4533 0.35
H 1.3981 3.7327 -7.7248 -0.4223 0.6637 0.0523 0.37
```
Positions in Å, forces in eV/Å.

=====

For reference, electronic energy by record: -92134.473; -10246.903; -100224.554; -62651.098 eV.